1.
{"formula": "H18O9", "method": "ωB97M-V with the def2-TZVPD basis set", "spin_multiplicity": 1, "homo_energy_ha": -0.3959, "de_lowest_kcal_mol": 92.3, "charge": 0, "energy_ha": -687.878774, "smiles": "O.O.O.O.O.O.O.O.O", "symbols": ["O", "H", "H", "O", "H", "H", "O", "H", "H", "O", "H", "H", "O", "H", "H", "O", "H", "H", "O", "H", "H", "O", "H", "H", "O", "H", "H"], "xyz": [[0.55, 0.60, -0.36], [0.43, 1.34, -0.96], [-0.02, -0.09, -0.73], [1.39, 1.82, 2.21], [1.56, 2.53, 1.58], [0.42, 1.78, 2.26], [-1.64, 1.39, -0.81], [-1.73, 2.30, -1.11], [-1.38, 0.90, -1.61], [-3.42, -0.82, -1.78], [-2.80, -0.12, -1.54], [-3.94, -0.44, -2.50], [-3.79, -1.01, 1.12], [-4.27, -0.87, 0.30], [-3.42, -0.14, 1.33], [4.69, -0.72, -1.18], [4.51, -1.57, -0.79], [4.16, -0.71, -1.98], [0.66, 3.43, -0.09], [1.20, 3.14, -0.83], [0.01, 2.73, 0.02], [2.80, -2.67, 0.17], [2.92, -1.81, -0.24], [3.05, -2.53, 1.09], [-1.12, -2.29, 1.25], [-1.13, -1.47, 0.74], [-0.53, -2.87, 0.76]]}

---

2.
{"formula": "C18H50N4O5", "method": "ωB97M-V with the def2-TZVPD basis set", "spin_multiplicity": 1, "homo_energy_ha": -0.3348, "de_lowest_kcal_mol": 15.0, "charge": 0, "energy_ha": -1310.914701, "smiles": "COC[C@H](C)N.COC[C@H](C)N.COC[C@H](C)N.COC[C@H](C)N.CCO", "symbols": ["C", "O", "C", "C", "C", "N", "H", "H", "H", "H", "H", "H", "H", "H", "H", "H", "H", "C", "O", "C", "C", "C", "N", "H", "H", "H", "H", "H", "H", "H", "H", "H", "H", "H", "C", "O", "C", "C", "C", "N", "H", "H", "H", "H", "H", "H", "H", "H", "H", "H", "H", "C", "O", "C", "C", "C", "N", "H", "H", "H", "H", "H", "H", "H", "H", "H", "H", "H", "C", "C", "O", "H", "H", "H", "H", "H", "H"], "xyz": [[14.10, 21.09, -2.10], [14.46, 21.44, -3.42], [14.44, 20.32, -4.29], [15.28, 20.62, -5.51], [14.77, 19.86, -6.75], [16.68, 20.34, -5.31], [14.78, 20.33, -1.72], [13.05, 20.86, -1.90], [14.28, 22.01, -1.53], [14.83, 19.41, -3.79], [13.41, 20.01, -4.50], [15.07, 21.69, -5.69], [15.02, 18.80, -6.74], [15.15, 20.34, -7.65], [13.67, 19.86, -6.72], [17.05, 20.82, -4.50], [17.26, 20.65, -6.08], [12.21, 22.85, 2.66], [10.89, 22.54, 3.08], [10.52, 23.15, 4.30], [9.10, 22.66, 4.59], [8.06, 23.30, 3.68], [8.73, 23.01, 5.98], [12.37, 22.42, 1.68], [12.85, 22.32, 3.37], [12.48, 23.91, 2.61], [11.19, 22.73, 5.07], [10.52, 24.24, 4.38], [9.13, 21.58, 4.47], [8.28, 24.38, 3.59], [7.07, 23.36, 4.13], [8.00, 22.87, 2.68], [9.30, 22.46, 6.62], [7.81, 22.61, 6.16], [8.98, 17.34, -2.00], [9.01, 18.59, -1.38], [9.27, 18.55, 0.01], [9.29, 19.93, 0.59], [10.27, 20.88, -0.12], [9.59, 19.87, 2.03], [8.52, 17.49, -2.98], [8.43, 16.56, -1.47], [9.99, 16.98, -2.22], [8.43, 18.01, 0.48], [10.22, 18.01, 0.19], [8.28, 20.35, 0.51], [10.29, 21.84, 0.38], [9.79, 21.14, -1.08], [11.24, 20.46, -0.35], [10.33, 19.19, 2.20], [10.03, 20.74, 2.31], [4.47, 17.85, -0.60], [4.18, 19.05, 0.08], [5.40, 19.71, 0.37], [5.12, 21.11, 0.96], [4.37, 21.00, 2.30], [4.41, 21.96, 0.04], [3.53, 17.40, -0.95], [4.83, 17.12, 0.14], [5.16, 17.86, -1.45], [5.97, 19.12, 1.10], [6.02, 19.84, -0.52], [6.11, 21.46, 1.26], [3.84, 21.92, 2.52], [4.99, 20.69, 3.14], [3.61, 20.21, 2.27], [3.69, 21.40, -0.40], [4.97, 22.33, -0.71], [13.43, 19.65, 1.52], [14.87, 19.32, 1.88], [15.56, 20.54, 2.23], [12.87, 18.74, 1.27], [13.37, 20.28, 0.63], [12.91, 20.12, 2.35], [15.42, 18.90, 1.04], [14.92, 18.63, 2.73], [15.05, 20.91, 2.96]]}

---

3.
{"formula": "C9H11NS2", "method": "ωB97M-V with the def2-TZVPD basis set", "spin_multiplicity": 1, "homo_energy_ha": -0.2840, "de_lowest_kcal_mol": 75.3, "charge": 0, "energy_ha": -1200.562924, "smiles": "CCN(C(=S)S)c1ccccc1", "symbols": ["C", "C", "N", "C", "S", "S", "C", "C", "C", "C", "C", "C", "H", "H", "H", "H", "H", "H", "H", "H", "H", "H", "H"], "xyz": [[1.81, -1.61, 0.66], [1.11, -1.51, -0.71], [-0.24, -0.95, -0.68], [-1.22, -2.29, 0.02], [-1.28, -3.73, -0.71], [-2.07, -1.66, 1.37], [-0.56, 0.36, -0.49], [0.39, 1.41, -0.31], [0.00, 2.74, -0.35], [-1.31, 3.07, -0.53], [-2.26, 2.05, -0.75], [-1.93, 0.71, -0.67], [0.96, -1.87, 1.31], [2.58, -2.47, 0.45], [2.26, -0.69, 0.97], [1.80, -1.07, -1.44], [1.07, -2.45, -1.26], [-3.19, -2.35, 1.23], [1.40, 1.28, -0.23], [0.67, 3.51, -0.19], [-1.42, 4.15, -0.51], [-3.25, 2.21, -0.93], [-2.76, -0.06, -0.93]]}

---

4.
{"formula": "C3H12BCuF4N8O9", "method": "ωB97M-V with the def2-TZVPD basis set", "spin_multiplicity": 3, "homo_energy_ha": [-0.3281, -0.3278], "charge": 0, "energy_ha": -3301.468786, "s_squared": 2.008, "symbols": ["Cu", "N", "O", "O", "O", "N", "O", "O", "O", "B", "F", "F", "F", "F", "C", "O", "N", "N", "H", "H", "H", "H", "C", "O", "N", "N", "H", "H", "H", "H", "C", "O", "N", "N", "H", "H", "H", "H"], "xyz": [[-2.77, 10.08, 24.41], [-4.99, 12.31, 22.79], [-4.44, 13.11, 22.10], [-6.01, 11.86, 22.44], [-4.46, 11.82, 23.78], [-2.89, 9.21, 21.11], [-2.08, 8.52, 20.55], [-2.78, 9.33, 22.37], [-3.78, 9.79, 20.46], [-0.83, 8.65, 25.72], [-0.56, 9.29, 24.51], [-2.11, 8.33, 25.58], [-0.05, 7.59, 25.86], [-0.57, 9.52, 26.72], [-3.26, 12.03, 27.01], [-2.88, 11.23, 26.19], [-3.13, 11.85, 28.31], [-3.87, 13.15, 26.72], [-3.43, 12.55, 28.98], [-2.92, 10.87, 28.45], [-4.18, 13.33, 25.78], [-4.05, 13.78, 27.48], [-5.65, 8.65, 24.61], [-4.63, 9.18, 25.00], [-5.89, 7.35, 24.58], [-6.57, 9.27, 23.93], [-5.27, 6.73, 25.07], [-6.84, 7.03, 24.53], [-6.35, 10.23, 23.69], [-7.26, 8.78, 23.38], [-1.05, 12.80, 23.20], [-1.50, 11.73, 23.64], [-1.75, 13.81, 22.74], [0.25, 12.99, 22.99], [-2.75, 13.71, 22.63], [-1.25, 14.57, 22.30], [0.95, 12.29, 23.16], [0.55, 13.93, 22.76]]}

---

5.
{"formula": "C6H11FNO3", "method": "ωB97M-V with the def2-TZVPD basis set", "spin_multiplicity": 1, "homo_energy_ha": [-0.4446, -0.4424], "de_lowest_kcal_mol": 162.3, "charge": 1, "energy_ha": -615.050026, "symbols": ["C", "C", "C", "C", "C", "C", "N", "O", "O", "O", "F", "H", "H", "H", "H", "H", "H", "H", "H", "H", "H", "H"], "xyz": [[-0.37, 2.28, -1.14], [2.73, -0.53, -0.28], [2.61, 0.28, 0.77], [-0.80, -1.27, -0.82], [0.02, 0.92, -0.80], [-1.24, -1.42, 0.59], [-0.72, 1.71, 0.11], [-0.48, -0.19, -1.29], [3.32, -1.74, -0.03], [-2.14, -0.41, 0.98], [1.87, 1.38, 0.78], [0.41, 2.98, -1.08], [-1.23, 2.28, -1.70], [2.15, -0.38, -1.16], [3.33, 0.15, 1.58], [-1.02, -2.00, -1.57], [-0.34, -1.51, 1.22], [-1.68, -2.44, 0.59], [-0.21, 2.19, 0.78], [-1.61, 1.22, 0.21], [3.66, -2.16, -0.86], [-2.67, -0.76, 1.69]]}

---

6.
{"formula": "C3H7NO", "method": "ωB97M-V with the def2-TZVPD basis set", "spin_multiplicity": 1, "homo_energy_ha": -0.3386, "de_lowest_kcal_mol": 35.6, "charge": 0, "energy_ha": -248.469772, "smiles": "CNC(C)=O", "symbols": ["C", "N", "C", "C", "O", "H", "H", "H", "H", "H", "H", "H"], "xyz": [[-1.87, -0.25, -0.29], [-0.59, 0.12, 0.33], [0.55, -0.01, -0.41], [1.80, 0.39, 0.33], [0.53, -0.32, -1.60], [-1.46, -1.24, -0.10], [-1.94, -0.10, -1.36], [-2.78, -0.31, 0.29], [-0.56, 0.19, 1.32], [1.90, 1.48, 0.22], [2.66, -0.09, -0.13], [1.75, 0.15, 1.39]]}

---

7.
{"formula": "C21H59O24P3S4", "method": "ωB97M-V with the def2-TZVPD basis set", "spin_multiplicity": 2, "homo_energy_ha": [-0.4520, -0.4520], "charge": 1, "energy_ha": -5257.744517, "s_squared": 0.761, "symbols": ["O", "S", "O", "O", "C", "C", "C", "H", "H", "H", "H", "H", "H", "H", "H", "O", "S", "O", "O", "C", "C", "C", "H", "H", "H", "H", "H", "H", "H", "H", "O", "S", "O", "O", "C", "C", "C", "H", "H", "H", "H", "H", "H", "H", "H", "O", "S", "O", "O", "C", "C", "C", "H", "H", "H", "H", "H", "H", "H", "H", "C", "O", "P", "O", "O", "C", "O", "C", "H", "H", "H", "H", "H", "H", "H", "H", "H", "C", "O", "P", "O", "O", "C", "O", "C", "H", "H", "H", "H", "H", "H", "H", "H", "H", "C", "O", "P", "O", "O", "C", "O", "C", "H", "H", "H", "H", "H", "H", "H", "H", "H"], "xyz": [[-0.95, -2.69, -8.25], [-2.38, -2.30, -8.14], [-3.45, -3.03, -8.84], [-2.87, -2.14, -6.53], [-1.87, -2.05, -5.54], [-1.67, -3.34, -4.84], [-2.63, -0.54, -8.58], [-2.11, -1.19, -4.91], [-0.92, -1.73, -5.98], [-2.63, -3.48, -4.34], [-0.98, -3.17, -4.01], [-1.23, -4.14, -5.43], [-1.72, 0.04, -8.45], [-3.56, -0.13, -8.18], [-2.69, -0.74, -9.65], [-0.57, 5.38, 0.55], [-1.88, 4.86, 0.87], [-3.11, 5.41, 0.25], [-1.83, 3.24, 0.69], [-2.22, 2.70, -0.57], [-1.35, 1.47, -0.81], [-2.19, 4.82, 2.71], [-1.99, 3.42, -1.35], [-3.27, 2.39, -0.59], [-0.27, 1.65, -0.77], [-1.60, 0.98, -1.75], [-1.52, 0.78, 0.02], [-2.92, 5.63, 2.71], [-1.24, 4.84, 3.25], [-2.51, 3.78, 2.82], [5.05, 0.08, 6.70], [4.05, 1.09, 6.47], [3.97, 2.22, 7.39], [4.27, 1.68, 4.94], [4.51, 0.72, 3.84], [5.65, 1.25, 3.05], [2.43, 0.04, 6.23], [3.72, 0.66, 3.09], [4.82, -0.26, 4.22], [6.24, 0.55, 2.46], [6.45, 1.59, 3.70], [5.35, 2.22, 2.65], [2.68, -0.54, 5.34], [1.69, 0.84, 6.19], [2.55, -0.48, 7.18], [2.21, 0.19, -5.29], [2.86, 1.56, -5.31], [2.01, 2.60, -4.68], [4.47, 1.63, -4.64], [4.56, 1.56, -3.20], [5.61, 0.42, -2.78], [3.23, 2.01, -7.13], [3.56, 1.26, -2.87], [4.87, 2.55, -2.86], [6.53, 0.23, -3.32], [5.17, -0.57, -2.87], [5.89, 0.59, -1.74], [2.39, 2.58, -7.52], [3.66, 1.20, -7.72], [4.07, 2.70, -7.17], [0.47, 3.21, 5.31], [-0.12, 2.03, 5.81], [-1.63, 1.62, 5.48], [-2.28, 2.04, 4.26], [-1.61, 0.06, 5.80], [-0.97, -0.62, 6.95], [-2.27, 2.17, 6.84], [-2.25, 3.58, 7.15], [-0.34, 3.81, 4.89], [1.12, 3.05, 4.45], [1.05, 3.74, 6.07], [-1.54, -1.44, 7.39], [-0.60, 0.03, 7.75], [-0.15, -1.21, 6.54], [-2.91, 3.72, 8.00], [-2.72, 4.22, 6.40], [-1.34, 4.04, 7.54], [-4.97, -1.94, -2.31], [-3.97, -2.95, -2.47], [-3.62, -4.00, -1.34], [-4.07, -3.65, 0.07], [-4.18, -5.41, -1.99], [-5.45, -5.86, -1.57], [-2.04, -3.99, -1.51], [-1.27, -4.96, -0.77], [-5.93, -2.38, -2.05], [-5.28, -1.55, -3.28], [-4.67, -1.22, -1.56], [-5.71, -6.83, -1.99], [-6.25, -5.20, -1.91], [-5.54, -5.80, -0.48], [-0.71, -4.46, 0.02], [-0.50, -5.43, -1.38], [-1.90, -5.75, -0.35], [3.38, -1.17, -0.28], [2.57, -1.57, 0.75], [0.99, -1.21, 0.86], [0.01, -2.28, 1.28], [0.99, 0.06, 1.81], [0.15, 0.32, 2.95], [0.56, -0.69, -0.67], [0.12, -1.59, -1.66], [3.02, -0.36, -0.92], [3.80, -2.01, -0.83], [4.18, -0.60, 0.21], [-0.78, -0.25, 2.99], [0.03, 1.40, 3.07], [0.59, -0.10, 3.85], [0.46, -1.23, -2.63], [-0.96, -1.74, -1.67], [0.67, -2.52, -1.51]]}

---

8.
{"formula": "C5H4Cl2N2O", "method": "ωB97M-V with the def2-TZVPD basis set", "spin_multiplicity": 1, "homo_energy_ha": [-0.3162, -0.3162], "de_lowest_kcal_mol": 84.5, "charge": 0, "energy_ha": -1297.845021, "smiles": "ClN=C=C/C=C\\N1O[C@H]1Cl", "symbols": ["Cl", "N", "C", "C", "C", "C", "N", "O", "C", "Cl", "H", "H", "H", "H"], "xyz": [[4.00, -1.11, 0.19], [2.75, -0.36, -0.92], [1.97, 0.47, -0.54], [0.96, 1.33, -0.46], [-0.37, 1.05, -0.03], [-0.90, -0.03, 0.58], [0.02, -1.02, 1.09], [-0.52, -2.20, 1.59], [0.31, -2.23, 0.48], [-0.34, -2.64, -1.05], [1.23, 2.18, -0.91], [-1.17, 1.77, -0.28], [-1.95, -0.07, 0.84], [1.43, -2.51, 0.65]]}

---

9.
{"formula": "C3H8N3O", "method": "ωB97M-V with the def2-TZVPD basis set", "spin_multiplicity": 1, "homo_energy_ha": -0.5132, "de_lowest_kcal_mol": 51.3, "charge": 1, "energy_ha": -358.314755, "symbols": ["C", "C", "C", "N", "N", "N", "O", "H", "H", "H", "H", "H", "H", "H", "H"], "xyz": [[-1.42, -1.34, -0.47], [2.85, 0.08, -0.43], [-0.89, 0.61, 0.61], [-1.91, -1.68, 0.61], [-0.91, -0.06, -0.56], [-0.44, 1.82, 0.62], [1.73, 0.33, -0.04], [-1.39, -1.96, -1.32], [3.71, 0.87, -0.40], [3.21, -1.02, -0.59], [-1.13, -0.10, 1.39], [-2.43, -2.54, 0.73], [-0.33, 0.13, -1.41], [-0.45, 2.38, 1.49], [-0.21, 2.48, -0.21]]}

---

10.
{"formula": "C11H23InNO3", "method": "ωB97M-V with the def2-TZVPD basis set", "spin_multiplicity": 1, "homo_energy_ha": -0.3394, "de_lowest_kcal_mol": 128.4, "charge": 1, "energy_ha": -902.880395, "symbols": ["In", "O", "C", "C", "O", "H", "H", "H", "H", "C", "C", "C", "C", "C", "C", "N", "O", "C", "C", "C", "H", "H", "H", "H", "H", "H", "H", "H", "H", "H", "H", "H", "H", "H", "H", "H", "H", "H", "H"], "xyz": [[-0.86, 1.42, -1.12], [-1.23, 2.82, -1.98], [-2.49, 3.20, -2.60], [-2.99, 4.69, -2.73], [-3.11, 5.56, -1.57], [-3.21, 2.59, -2.06], [-2.43, 2.79, -3.61], [-3.96, 4.69, -3.23], [-2.28, 5.23, -3.35], [-0.53, -0.62, 2.37], [0.41, 0.08, 1.34], [1.81, -0.16, 1.91], [2.44, -1.56, 1.74], [2.26, -1.92, 0.32], [0.81, -1.96, -0.25], [0.22, -0.62, 0.01], [-1.09, -0.45, -0.51], [1.01, -2.25, -1.73], [0.10, -3.23, 0.39], [0.21, 1.68, 1.15], [-1.51, -0.91, 2.02], [-0.77, 0.10, 3.16], [-0.14, -1.48, 2.91], [2.42, 0.57, 1.37], [1.77, 0.10, 2.96], [1.91, -2.19, 2.46], [3.51, -1.65, 1.95], [2.75, -2.89, 0.23], [2.85, -1.30, -0.35], [1.63, -1.47, -2.18], [1.48, -3.23, -1.85], [0.01, -2.23, -2.16], [0.74, -4.11, 0.43], [-0.12, -3.00, 1.43], [-0.89, -3.45, -0.01], [-0.78, 2.12, 1.05], [0.87, 1.98, 0.33], [0.73, 2.25, 1.92], [-1.57, -1.19, -0.14]]}

---

11.
{"formula": "C29H48IN4O11", "method": "ωB97M-V with the def2-TZVPD basis set", "spin_multiplicity": 1, "homo_energy_ha": -0.4367, "charge": 1, "energy_ha": -2477.959359, "symbols": ["C", "C", "O", "C", "C", "C", "C", "C", "N", "C", "N", "C", "C", "O", "N", "C", "I", "N", "C", "C", "O", "H", "H", "H", "H", "H", "H", "H", "H", "H", "H", "H", "H", "H", "H", "H", "H", "H", "H", "H", "H", "H", "H", "H", "H", "O", "C", "O", "C", "C", "C", "H", "H", "H", "H", "H", "H", "O", "C", "O", "C", "C", "C", "H", "H", "H", "H", "H", "H", "O", "C", "O", "C", "C", "C", "H", "H", "H", "H", "H", "H", "O", "C", "O", "C", "C", "C", "H", "H", "H", "H", "H", "H"], "xyz": [[6.22, 1.82, 1.71], [4.81, 2.05, 1.19], [4.71, 3.39, 0.71], [3.50, 4.04, 1.00], [2.28, 3.42, 0.32], [1.07, 4.38, 0.32], [-0.25, 3.73, 0.77], [-1.45, 4.22, -0.04], [-2.63, 3.37, 0.10], [-3.73, 3.41, 0.87], [-4.03, 4.31, 1.82], [-3.24, 5.44, 2.27], [-3.89, 5.98, 3.53], [-3.75, 5.45, 4.56], [-4.53, 2.36, 0.60], [-3.91, 1.68, -0.35], [-4.64, -0.05, -1.15], [-2.75, 2.25, -0.70], [-1.80, 1.88, -1.73], [-1.98, 2.75, -3.00], [-3.25, 3.40, -2.88], [6.95, 1.90, 0.90], [6.48, 2.56, 2.47], [6.30, 0.82, 2.15], [4.08, 1.88, 1.99], [4.59, 1.36, 0.37], [3.61, 5.07, 0.64], [3.34, 4.09, 2.09], [2.57, 3.19, -0.71], [2.00, 2.48, 0.80], [0.94, 4.80, -0.68], [1.28, 5.23, 0.97], [-0.19, 2.64, 0.68], [-0.42, 3.96, 1.83], [-1.72, 5.24, 0.23], [-1.21, 4.24, -1.11], [-4.92, 4.12, 2.27], [-2.22, 5.12, 2.52], [-3.19, 6.23, 1.51], [-4.52, 6.88, 3.41], [-1.96, 0.83, -1.93], [-0.78, 1.97, -1.34], [-1.17, 3.48, -3.10], [-1.95, 2.10, -3.86], [-3.26, 4.19, -3.44], [-2.69, -2.42, 3.87], [-3.31, -1.41, 4.02], [-4.17, -1.23, 5.04], [-4.84, 0.04, 4.92], [-3.92, 0.89, 4.05], [-3.28, -0.16, 3.15], [-5.81, -0.13, 4.45], [-4.99, 0.44, 5.92], [-4.46, 1.68, 3.51], [-3.16, 1.37, 4.67], [-3.89, -0.36, 2.26], [-2.26, 0.06, 2.85], [-0.49, -0.31, -3.64], [-0.94, -1.40, -3.41], [-1.57, -1.65, -2.24], [-1.93, -3.05, -2.15], [-1.98, -3.53, -3.59], [-0.91, -2.66, -4.25], [-1.18, -3.57, -1.56], [-2.89, -3.12, -1.63], [-1.80, -4.60, -3.67], [-2.95, -3.31, -4.03], [0.09, -3.09, -4.17], [-1.10, -2.42, -5.29], [-1.35, -6.64, -2.77], [-0.19, -6.68, -2.45], [0.23, -6.22, -1.25], [1.67, -6.29, -1.16], [2.08, -7.33, -2.19], [1.00, -7.17, -3.25], [2.07, -5.30, -1.41], [1.93, -6.55, -0.14], [3.10, -7.18, -2.55], [2.02, -8.33, -1.75], [1.25, -6.41, -3.99], [0.74, -8.09, -3.78], [4.82, -4.40, -2.37], [4.94, -3.85, -1.32], [6.14, -3.58, -0.77], [5.99, -3.00, 0.54], [4.58, -2.41, 0.55], [3.85, -3.36, -0.40], [6.10, -3.80, 1.28], [6.78, -2.27, 0.68], [4.15, -2.35, 1.55], [4.60, -1.41, 0.12], [3.44, -4.23, 0.13], [3.06, -2.89, -0.97]]}

---

- Number 5 is which compound?
  C6H11FNO3